Record 1
{"formula": "C10H13N4OPPtS", "method": "wB97M-V/def2-TZVPD", "relative_energy_kcal_mol": 21.0, "lumo_energy_ha": -0.0181, "total_energy_ev": -41960.5057, "fmax_ev_per_a": 1.4, "homo_lumo_gap_ev": 7.7394, "elements": ["Pt", "S", "C", "C", "C", "C", "C", "N", "H", "H", "H", "H", "C", "P", "C", "C", "O", "H", "H", "H", "H", "H", "H", "H", "H", "H", "N", "C", "N", "C", "N"], "positions_angstrom": [[0.97890, -1.01011, 0.84185], [0.80505, -3.27458, 0.74155], [1.80445, -3.01441, -0.66278], [2.34684, -3.88404, -1.59768], [3.15984, -3.34495, -2.57717], [3.41767, -1.97569, -2.60824], [2.83917, -1.16881, -1.65073], [2.04914, -1.69064, -0.71368], [2.13980, -4.94273, -1.53962], [3.60448, -3.99227, -3.32181], [4.05352, -1.54147, -3.36517], [2.98173, -0.09759, -1.62336], [-0.74867, 2.61488, 1.41732], [-1.08975, 1.75085, -0.12112], [-2.75289, 1.09481, 0.04632], [-1.17474, 3.02961, -1.38614], [-0.08618, 0.68937, -0.46859], [-1.49545, 3.38760, 1.59982], [0.24063, 3.07079, 1.36624], [-0.76397, 1.90049, 2.24209], [-3.47034, 1.88590, 0.26457], [-2.76610, 0.37163, 0.86302], [-3.03374, 0.58839, -0.87693], [-1.91766, 3.78419, -1.12753], [-1.43904, 2.57390, -2.34014], [-0.19778, 3.50298, -1.48379], [-0.17080, -0.52824, 2.38124], [-0.91180, -0.45702, 3.27912], [-1.68311, -0.36298, 4.28713], [-2.84769, 0.25561, 4.11923], [-3.87150, 0.78453, 4.01500]], "mulliken_charge": [0.4899, -0.3658, 0.4892, -0.7140, -0.0596, -0.7261, 0.0680, -0.2348, 0.3980, 0.3785, 0.3699, 0.4411, -0.9446, 0.8890, -1.0264, -1.1342, -0.7603, 0.3619, 0.3357, 0.1858, 0.3634, 0.2710, 0.3406, 0.3474, 0.3500, 0.3464, -0.5184, 0.7614, -0.7010, 0.5304, -0.5324]}


Record 2
{"formula": "C2H4N2S2", "method": "wB97M-V/def2-TZVPD", "smiles": "[H]/N=C(\\N)C(=S)S", "relative_energy_kcal_mol": 47.6, "lumo_energy_ha": -0.0418, "total_energy_ev": -26787.9503, "fmax_ev_per_a": 5.1, "homo_lumo_gap_ev": 7.8228, "elements": ["H", "N", "C", "N", "C", "S", "S", "H", "H", "H"], "positions_angstrom": [[-2.32320, -1.89286, -0.55993], [-1.31824, -1.79165, -0.18519], [-1.12993, -0.55432, 0.08374], [-2.00941, 0.56126, 0.10394], [0.24799, 0.08457, 0.01564], [0.47959, 1.77391, -0.10526], [1.69750, -0.93177, 0.08142], [-1.77043, 1.51386, 0.25399], [-2.86509, 0.38093, 0.67847], [0.71048, -2.04486, -0.01864]], "mulliken_charge": [0.2688, -0.6704, 0.4948, -0.4396, 0.1591, -0.3268, -0.1852, 0.2058, 0.2587, 0.2347]}


Record 3
{"formula": "C13H42N12O7", "method": "wB97M-V/def2-TZVPD", "smiles": "COC[C@H](C)N.COC[C@H](C)N.NC(N)=O.NC(N)=O.NC(N)=O.NC(N)=O.NC(N)=O", "relative_energy_kcal_mol": 114.0, "lumo_energy_ha": 0.0007, "total_energy_ev": -46376.2412, "fmax_ev_per_a": 6.4, "homo_lumo_gap_ev": 8.7504, "elements": ["C", "O", "C", "C", "C", "N", "H", "H", "H", "H", "H", "H", "H", "H", "H", "H", "H", "C", "O", "C", "C", "C", "N", "H", "H", "H", "H", "H", "H", "H", "H", "H", "H", "H", "N", "C", "N", "O", "H", "H", "H", "H", "N", "C", "N", "O", "H", "H", "H", "H", "N", "C", "N", "O", "H", "H", "H", "H", "N", "C", "N", "O", "H", "H", "H", "H", "N", "C", "N", "O", "H", "H", "H", "H"], "positions_angstrom": [[3.08794, -3.75465, 2.20414], [3.09087, -3.34275, 0.80802], [4.31154, -3.27225, 0.10526], [4.04150, -2.57763, -1.30065], [3.73371, -3.48800, -2.51504], [5.01320, -1.63359, -1.89070], [4.03672, -3.49289, 2.67254], [2.89073, -4.82470, 2.26894], [2.33657, -3.21550, 2.78109], [5.03017, -2.79812, 0.77374], [4.65327, -4.30374, 0.01963], [3.23768, -1.84546, -1.22378], [3.04399, -4.27562, -2.21169], [4.68917, -3.85680, -2.88812], [3.32092, -2.91189, -3.34317], [4.59272, -1.17451, -2.68602], [5.11494, -1.00218, -1.10898], [-5.21388, 6.52574, 2.34095], [-4.15524, 5.62237, 2.70671], [-4.62522, 4.28571, 2.95853], [-3.53753, 3.25826, 3.04031], [-2.78558, 3.28972, 1.71854], [-4.09557, 1.99776, 3.50301], [-4.73669, 7.42664, 1.95526], [-5.78259, 6.74532, 3.24453], [-5.95982, 6.19991, 1.61603], [-5.12490, 4.35628, 3.92468], [-5.43460, 3.99847, 2.28734], [-2.70983, 3.36582, 3.74134], [-2.13423, 4.15517, 1.84028], [-3.47069, 3.40088, 0.87808], [-2.15334, 2.41904, 1.54449], [-3.44272, 1.23250, 3.59385], [-4.86615, 1.58621, 2.99612], [0.04553, 0.07500, 0.41531], [0.39643, -1.19622, 0.29974], [1.57554, -1.29965, 0.73682], [-0.29552, -2.06952, -0.21229], [-0.95267, 0.08510, 0.26170], [0.55345, 0.60083, 1.11218], [1.99717, -0.64334, 1.37838], [2.12314, -2.14253, 0.63786], [2.79725, 1.87197, -4.17103], [2.61111, 0.62664, -3.75327], [1.66861, 0.59728, -2.86342], [3.26436, -0.30780, -4.09897], [2.09484, 2.57184, -3.97893], [3.66781, 2.17097, -4.58676], [1.47773, -0.22842, -2.31398], [1.07591, 1.39708, -2.69277], [3.11420, 2.71275, 0.10129], [2.87284, 2.42074, 1.32700], [3.33253, 3.35355, 2.07603], [2.36340, 1.39462, 1.71106], [2.86709, 2.15839, -0.70600], [3.44580, 3.64445, -0.10385], [3.68812, 4.26192, 1.81427], [3.17534, 3.20294, 3.06229], [-3.77047, -0.85327, -2.36287], [-2.83339, -0.32062, -3.11995], [-1.64975, -0.78749, -2.74228], [-2.99730, 0.52070, -3.99354], [-4.74844, -0.64505, -2.50545], [-3.48903, -1.44634, -1.59531], [-0.90601, -0.29206, -3.21292], [-1.62119, -1.19485, -1.81852], [-1.95072, -4.42039, -0.55502], [-3.14737, -4.43379, -0.14759], [-3.48293, -5.53901, 0.41190], [-3.92849, -3.48894, -0.23567], [-1.26588, -5.08890, -0.23224], [-1.87193, -3.46539, -0.87420], [-2.83626, -6.30933, 0.50426], [-4.45766, -5.58958, 0.67160]], "mulliken_charge": [-0.8778, -0.4943, -0.8155, 1.6561, -1.7047, -0.9366, 0.3377, 0.2643, 0.3287, 0.4091, 0.2600, -0.5189, 0.4098, 0.4224, 0.3167, 0.4097, 0.3043, -0.7338, -0.2983, -0.7918, 0.4591, -1.0182, -0.6517, 0.2429, 0.2994, 0.3187, 0.4278, 0.3966, 0.1854, 0.3276, 0.2890, 0.1072, 0.2346, 0.2041, -0.2328, 0.6343, -0.2143, -0.7063, 0.1594, 0.2488, 0.2544, 0.2785, -0.4441, 0.7034, -0.2540, -0.6685, 0.1608, 0.2091, -0.0177, 0.1885, -0.2840, 0.5857, -0.4400, -0.7361, 0.1560, 0.1614, 0.1589, 0.2542, -0.2534, 0.4815, -0.2523, -0.7114, 0.1842, 0.1267, 0.2428, 0.1886, -0.2992, 0.6992, -0.4254, -0.7129, 0.2387, 0.1727, 0.1515, 0.2435]}


Record 4
{"formula": "C2H7NS5", "method": "wB97M-V/def2-TZVPD", "smiles": "SC(S)N(S)C(S)S", "relative_energy_kcal_mol": 23.7, "lumo_energy_ha": 0.0125, "total_energy_ev": -57851.0985, "fmax_ev_per_a": 5.3, "homo_lumo_gap_ev": 8.9789, "elements": ["S", "C", "S", "N", "S", "C", "S", "S", "H", "H", "H", "H", "H", "H", "H"], "positions_angstrom": [[-2.96309, -1.05468, -0.13596], [-1.61476, 0.13252, -0.03660], [-2.06418, 1.48180, 1.08177], [-0.13915, -0.51607, 0.58767], [0.00580, -2.15324, 0.02011], [0.94228, 0.30169, 0.42031], [1.52801, 0.76814, -1.31804], [2.39678, -0.40976, 1.41170], [-2.24976, -1.97133, -1.06198], [-1.21790, 0.61675, -0.87750], [-1.56006, 2.44672, 0.30039], [-0.93785, -2.72053, 0.76569], [0.58265, 1.12955, 1.00611], [2.43194, -0.27422, -1.50666], [3.37594, 0.43271, 0.83493]], "mulliken_charge": [-0.1845, -0.1805, -0.1732, -0.1410, -0.2036, -0.4416, -0.1742, -0.1450, 0.1895, 0.3434, 0.1572, 0.1836, 0.4550, 0.1619, 0.1530]}


Record 5
{"formula": "C19H22ClIrMgN2O2", "method": "wB97M-V/def2-TZVPD", "relative_energy_kcal_mol": 22.2, "lumo_energy_ha": [0.1522, 0.1522], "total_energy_ev": -47937.0621, "total_charge": -2, "fmax_ev_per_a": 2.6, "homo_lumo_gap_ev": [2.6962, 5.2168], "multiplicity": 5, "elements": ["Ir", "Cl", "C", "C", "H", "H", "H", "H", "H", "H", "Mg", "C", "C", "H", "H", "H", "H", "H", "O", "C", "N", "C", "C", "O", "N", "C", "C", "C", "C", "C", "C", "C", "C", "C", "C", "C", "C", "H", "H", "H", "H", "H", "H", "H", "H", "H", "H", "H"], "positions_angstrom": [[-1.08261, -0.79655, -5.64737], [-2.12786, -2.62218, -4.93102], [0.69666, -1.34557, -6.28163], [-0.89571, 0.90771, -4.72299], [1.45356, -0.82355, -5.68808], [0.79747, -2.42827, -6.16819], [0.68110, -1.00637, -7.34910], [-1.64047, 1.52100, -5.26733], [0.16102, 1.25163, -4.84739], [-1.13872, 0.77527, -3.64036], [1.55104, -0.24220, -2.47292], [1.61926, 1.88750, -2.83284], [2.69307, -2.17693, -2.67249], [2.64945, 2.11421, -2.51991], [1.44606, 2.33098, -3.81923], [0.95642, 2.40191, -2.11854], [3.13339, -2.15941, -3.71150], [1.89193, -2.91659, -2.38451], [2.54848, -0.04732, -0.62933], [1.47439, 0.01002, 0.01929], [1.33032, 0.07410, 1.39629], [-0.08157, 0.15277, 1.74043], [-0.70486, 0.29779, 0.32946], [-1.87735, 0.60243, 0.10292], [0.26633, 0.07606, -0.61389], [-0.53818, -1.12982, 2.43057], [-0.87956, -2.24791, 1.65945], [-1.30510, -3.42303, 2.28731], [-1.36759, -3.50009, 3.68052], [-0.97273, -2.40162, 4.45296], [-0.55024, -1.22160, 3.82967], [-0.33625, 1.40501, 2.56989], [-1.61235, 1.63326, 3.09839], [-1.85849, 2.76490, 3.87484], [-0.82508, 3.69205, 4.11094], [0.44047, 3.46697, 3.56678], [0.68672, 2.32811, 2.79173], [2.03936, -0.25104, 2.00759], [-0.82956, -2.19544, 0.56962], [-1.59676, -4.27415, 1.66674], [-1.71269, -4.41377, 4.16637], [-0.99888, -2.44674, 5.54188], [-0.23904, -0.36727, 4.43695], [-2.41000, 0.91386, 2.89086], [-2.85100, 2.92461, 4.29087], [-1.01958, 4.57993, 4.70885], [1.25763, 4.17459, 3.73258], [1.67808, 2.15075, 2.36486]], "mulliken_charge": [0.5407, -0.6212, -1.0888, -0.8602, 0.1753, 0.1912, 0.2777, 0.2914, 0.0706, 0.1324, 0.2784, -1.4097, -1.0504, 0.2909, 0.4340, 0.2985, 0.2504, 0.2829, -0.6003, 0.4857, -0.0273, 2.8262, -0.3558, -0.7368, -0.3057, -0.2087, -0.4550, -0.7755, -0.3970, -0.7545, -0.1643, -1.0324, -0.0007, -0.8157, -0.3501, -0.7835, -0.3033, 0.2737, 0.5299, 0.3892, 0.3558, 0.3581, 0.3897, 0.4524, 0.3535, 0.3675, 0.3682, 0.4327]}


Record 6
{"formula": "C3H8NS", "method": "wB97M-V/def2-TZVPD", "smiles": "NCCC[S-]", "relative_energy_kcal_mol": 38.8, "lumo_energy_ha": 0.1507, "total_energy_ev": -15565.3609, "total_charge": -1, "fmax_ev_per_a": 5.6, "homo_lumo_gap_ev": 6.2060, "elements": ["N", "C", "C", "C", "S", "H", "H", "H", "H", "H", "H", "H", "H"], "positions_angstrom": [[0.29708, 0.48886, 2.55388], [0.38404, 0.45407, 1.13566], [-0.25101, -0.87839, 0.65303], [-0.85169, -0.65385, -0.77482], [0.21859, 0.24431, -1.97388], [0.92896, 1.37324, 2.88818], [-0.57786, 0.67465, 2.96779], [0.02153, 1.47311, 0.65920], [1.42291, 0.47753, 0.97147], [0.65439, -1.54045, 0.68346], [-1.03313, -1.15529, 1.28075], [-1.86021, -0.31919, -0.75055], [-0.82160, -1.84557, -1.07857]], "mulliken_charge": [-0.6672, -0.3563, -0.5351, -0.7211, -0.6699, 0.2159, 0.2097, 0.2372, 0.2776, 0.2076, 0.3555, 0.2730, 0.1732]}